This record from OMol25 describes a structure of composition C5H6N2S2 at a distorted geometry. The level of theory is wB97M-V/def2-TZVPD.

Geometry as XYZ:
```
15
Properties=species:S:1:pos:R:3:forces:R:3
S -1.60988 0.23811 2.47765 0.9460 -0.5847 -0.2586
S -0.68425 -2.25126 1.09662 -0.0083 -0.7118 0.4631
N 1.99623 1.13054 -0.09446 -0.7367 -1.1163 1.0879
N 0.95069 0.75908 -2.16718 -0.4581 -1.2428 -1.0142
C 2.00031 1.04489 -1.41371 -0.4862 3.0318 -0.9349
C -0.17259 0.25926 -1.61303 -0.2849 -0.1930 -1.0464
C -1.52724 -0.71439 0.91099 1.7756 2.4705 -2.6275
C 0.85401 0.68548 0.46000 0.1994 0.2105 -0.7566
C -0.25752 0.26138 -0.25493 -1.8011 -1.8928 2.9237
H -1.00619 -0.15233 -2.27455 1.3098 0.8504 0.7372
H -0.23324 0.11037 2.83857 -1.9563 -0.0769 -0.4571
H -2.49427 -0.88326 0.31825 1.3250 0.8596 1.3511
H 0.77071 0.65584 1.52369 0.5169 0.3009 0.4405
H -1.37413 -2.81453 0.11596 0.0462 -0.4581 -0.3163
H 2.78737 1.67081 -1.92387 -0.3871 -1.4474 0.4082
```
Positions in Å, forces in eV/Å.

Summary:
LUMO level ... 0.37 eV
Gap between HOMO and LUMO ... 0.3502 Ha
Spin multiplicity ... 1

---

This record from OMol25 describes a cluster of 6 separate species, C31H41BF16O16 in total at a distorted geometry. The level of theory is wB97M-V/def2-TZVPD.

Geometry as XYZ:
```
105
Properties=species:S:1:pos:R:3:forces:R:3
F -9.39148 0.97162 8.34551 0.6858 0.2892 -0.3014
F -8.14657 2.13433 9.67433 0.2893 -0.0515 -0.5559
F 5.40290 -5.78102 -0.86330 0.3949 -0.9497 0.6325
F -1.54740 -6.58384 -3.20193 0.4366 -0.2782 -0.3976
F -2.24027 13.49274 -0.26290 -0.0583 -0.5500 -0.3182
F -9.34814 3.12198 8.17188 0.5175 -0.2914 -0.2104
F -3.87781 6.52997 0.36138 0.0704 -0.4715 0.4100
F -4.15883 13.19951 -1.21634 0.3647 -0.5263 -0.0898
F -3.15231 7.15016 2.30181 -0.0386 -0.6236 0.0045
F -2.43157 13.73329 -2.39864 -0.0448 -0.7753 0.2510
F 6.62384 -7.03307 -2.12655 -0.0180 -0.2070 0.8104
F 4.72054 -7.75141 -1.41549 0.3482 -0.1141 0.4827
F 2.63442 2.22458 0.93054 -1.9888 -2.3619 -0.0551
F 0.16604 -5.28613 -3.42942 0.0491 -0.4772 -0.3243
F -5.25070 6.73558 2.01226 0.5156 -0.6603 0.0543
F -1.33275 -5.37631 -4.97840 0.4719 -0.6486 0.0345
O -2.62767 10.83687 -0.38163 -0.2273 0.9668 -0.6202
O -2.26051 10.97351 -2.60485 -0.2150 0.9089 0.5046
O 5.22376 -2.64675 -4.06310 -2.1582 1.1429 4.1036
O 1.03644 -7.77296 -3.91730 -0.9432 0.6400 -0.0768
O -7.03633 0.92495 6.88265 -0.7202 0.4186 0.6658
O -4.42924 4.22321 2.85621 0.5086 1.3239 -1.1349
O -1.04662 -0.29072 -0.85726 0.4642 -1.3734 -2.3235
O 5.78514 -7.34445 1.29382 -0.0018 -0.0335 -1.1847
O -6.82344 3.14125 7.25416 -0.7350 -0.7108 0.7447
O -1.54625 0.87619 -2.77533 3.3902 -2.3882 2.8577
O -2.67770 4.38291 1.44101 -0.8008 1.0740 0.4133
O -1.64577 -2.33116 -0.02405 -0.1756 3.5333 -3.7278
O 0.71947 1.08333 1.70113 4.2997 1.1592 -2.9071
O 3.75671 -1.22629 -3.01724 2.0088 -1.1067 1.3833
O -0.08603 -7.69189 -5.87465 -0.2636 0.7307 0.7539
O 7.48656 -8.31959 0.17593 -0.7133 0.5853 -0.6101
C -2.30649 3.02895 1.75325 0.3187 -0.9061 0.0258
C -3.11063 2.05065 0.92419 -0.3709 0.0935 -0.1494
C 6.29032 -7.88320 2.52599 0.2831 -0.1759 0.7802
C 0.81457 0.26538 -2.72746 0.0936 0.6643 1.0567
C -2.40365 9.41910 -0.43578 0.2085 -0.7794 0.1033
C -5.67916 3.17336 6.38468 0.4665 0.1172 -0.6746
C -4.01619 6.31353 1.68649 -0.6235 1.8131 -0.5198
C 5.81602 -7.05509 -1.05218 -0.6387 0.7005 -1.7072
C -2.52528 11.49684 -1.55374 0.2246 -1.9454 0.1211
C 0.11685 -7.27093 -4.76589 1.1096 -1.5726 -0.5187
C -1.72796 -1.53838 -1.00197 -0.3217 -3.5332 3.2026
C -0.65395 0.27391 -2.11028 -3.2390 2.5148 -3.5268
C 3.53996 -3.55328 -0.86056 0.1669 0.2421 -0.5096
C 4.91372 -3.24517 -1.68403 -1.6036 0.5042 0.1903
C -3.76852 4.85746 2.07197 0.9394 -1.8630 0.1388
C -0.64724 -6.13039 -4.09974 -0.9810 1.5709 0.7487
C 6.48907 -7.64727 0.18334 0.5360 -0.6995 1.8162
C -7.40964 1.93773 7.41573 1.6370 0.2944 -1.1384
C 2.96988 -8.39525 -5.23977 -0.0274 0.3204 -0.1649
C 1.80817 -8.88398 -4.39824 0.5779 -0.5493 -0.2644
C 2.00049 -0.07346 -0.09016 0.8374 0.5897 0.1756
C 7.39262 -7.00267 3.08081 0.1818 0.1958 -0.2535
C -2.83463 12.97915 -1.36003 -0.2363 1.9701 0.1925
C -6.11091 3.27928 4.93565 -0.1328 -0.3029 0.0461
C 4.53487 -0.06393 -2.58337 -0.6289 1.6201 0.3199
C -2.61644 -1.98777 -2.24677 -0.0633 -0.2629 -0.0983
C 4.65125 -2.34476 -2.98318 1.8253 -1.5409 -3.5489
C -0.91988 9.11241 -0.38809 0.2202 0.2534 -0.1248
C 1.69475 1.12869 0.93869 -2.7694 -1.4343 1.5313
C 3.44856 1.07958 -2.16519 0.6242 -0.0348 0.1137
C -8.57459 2.03953 8.39705 -1.6165 0.0824 1.0966
B 2.02660 0.41418 -1.65360 1.2131 0.1086 -0.3528
H -0.74983 8.03447 -0.34831 -0.0730 0.0713 0.0127
H 7.72261 -7.36603 4.05605 -0.0683 -0.0004 -0.0782
H -2.12943 -1.83733 -3.26624 -0.6874 0.2148 1.4505
H 6.62724 -8.91453 2.39243 0.0041 0.1815 -0.2364
H 2.97407 -4.40773 -1.38982 0.8294 1.3875 0.9523
H -2.77192 1.02812 1.10265 0.0465 0.1101 0.0055
H 1.18163 -9.59047 -4.94907 -0.1032 0.2918 0.0129
H 5.65030 -2.72950 -0.96633 -0.9316 -0.7779 -1.3333
H -5.10008 4.05754 6.66085 -0.3043 -0.0353 0.2193
H -6.76860 4.14073 4.79299 0.1761 0.0411 0.0248
H -6.67350 2.39407 4.62746 0.1022 -0.0128 0.0819
H -2.41078 2.83210 2.82350 -0.1402 0.2196 -0.1187
H 1.05619 -0.63735 -3.38801 -0.5903 0.9452 0.9854
H 2.18737 -9.40883 -3.51855 -0.2189 0.2948 0.0953
H 5.45185 -7.90707 3.22549 -0.0988 0.1262 -0.3398
H 5.28419 -4.25031 -2.06386 -0.1264 2.0801 0.3289
H 2.61726 -7.88619 -6.13992 -0.0120 -0.1509 0.0310
H -2.87743 8.98152 -1.31849 0.0767 0.2751 -0.0056
H -0.40706 9.51229 -1.26619 -0.0989 -0.1167 0.0004
H 3.60711 -9.22916 -5.54092 -0.0722 0.0373 0.0598
H 3.27467 1.80940 -3.03506 0.4219 -1.0325 1.2852
H -4.17571 2.11010 1.16209 0.0994 -0.0461 0.0985
H 5.21399 0.27125 -3.43959 -0.9785 -0.4446 1.1640
H -0.46016 9.57622 0.48839 -0.1123 -0.1243 0.0199
H 0.87588 1.19225 -3.41626 -0.4159 -1.5881 0.9970
H 7.04411 -5.97209 3.18622 -0.0647 -0.1223 0.1004
H -5.03786 2.30364 6.55138 -0.2884 -0.0326 0.0733
H -2.89509 8.98919 0.43892 -0.0323 0.3921 -0.0455
H -1.24681 2.92824 1.50945 -0.1328 0.3316 -0.0102
H -5.24236 3.38481 4.27886 -0.5529 -0.1871 0.6310
H -3.00920 2.27785 -0.14034 0.1370 -0.0859 0.0693
H 3.92873 1.62141 -1.26149 -0.8222 -0.5144 -1.5848
H 3.07196 -0.42727 0.15947 -1.5574 0.5513 -0.3597
H 2.85817 -2.62722 -0.82056 1.0851 -1.4503 -0.0682
H -3.64195 -1.48187 -2.19107 1.6496 -0.3749 -0.1976
H -2.82720 -3.11955 -2.16147 0.6306 1.9028 0.2738
H 5.19188 -0.26560 -1.66811 -0.9711 -0.1296 -1.2268
H 1.27614 -0.94725 0.00821 0.7548 1.5122 0.5885
H 3.80331 -3.85973 0.20439 -0.4385 0.3150 -1.4651
H 3.57112 -7.67383 -4.68048 0.0022 -0.1610 0.0451
H 8.25424 -6.98081 2.40928 -0.0463 -0.1232 0.0870
```
Positions in Å, forces in eV/Å.

Summary:
LUMO level ... -0.46 eV
SMILES ... CCC(=O)OCCB(CC(=O)F)CC(=O)OC(C)=O.CCOC(=O)C(F)(F)F.CCOC(=O)C(F)(F)F.CCOC(=O)C(F)(F)F.CCOC(=O)C(F)(F)F.CCOC(=O)C(F)(F)F
Gap between HOMO and LUMO ... 0.3759 Ha
Spin multiplicity ... 1

---

This record from OMol25 describes a structure of composition C3H4Br3IO at a distorted geometry. The level of theory is wB97M-V/def2-TZVPD.

Geometry as XYZ:
```
12
Properties=species:S:1:pos:R:3:forces:R:3
I -1.91476 -2.21105 0.55099 -0.0116 0.2224 -0.2625
Br 2.11786 -0.48667 -1.37405 -0.6967 -0.8207 0.8362
Br 2.52322 0.00442 1.73810 -0.0772 -0.6441 -0.0568
Br -2.92849 0.90941 -0.27843 0.2035 -0.2072 -0.2530
O 0.28241 1.63787 -0.48107 0.2287 0.7725 1.9820
C -1.49985 -0.35176 -0.37445 3.0614 1.2773 0.8088
C 1.16675 -0.53403 0.40238 1.8103 2.7700 -0.7154
C 0.20508 0.62581 0.40918 -3.8231 -0.8623 0.5605
H 0.71218 -1.45775 0.66061 0.0611 -0.8964 0.0041
H 0.34614 1.27337 -1.34039 0.3597 -0.4919 -1.6867
H 0.02090 1.05643 1.48446 0.0170 -1.0631 -2.2228
H -1.03144 -0.46605 -1.39731 -1.1331 -0.0563 1.0054
```
Positions in Å, forces in eV/Å.

Summary:
LUMO level ... -0.17 eV
Gap between HOMO and LUMO ... 0.3193 Ha
Spin multiplicity ... 1

---

This record from OMol25 describes a structure of composition C28H34AsF3N2O2PtSb at a distorted geometry. The level of theory is wB97M-V/def2-TZVPD.

Geometry as XYZ:
```
72
Properties=species:S:1:pos:R:3:forces:R:3
Pt -0.31692 -0.41250 0.16999 1.4554 0.0269 -1.5429
Sb 0.53426 -2.94749 0.12416 -0.5930 0.0961 1.4850
As -2.64182 -0.41475 0.61445 -0.2485 -0.0968 0.2188
F -3.40083 -7.65433 1.14474 0.0127 0.0009 0.0006
F 4.91870 -5.90637 -3.08336 -0.0015 -0.0156 -0.0019
F 2.77575 -3.07798 5.93224 0.0092 -0.0004 -0.0003
O -1.41129 2.25210 0.22489 0.1846 0.2653 -0.2378
O 2.64515 -0.88734 -0.41886 0.0090 -0.0506 -0.0574
N -0.35316 1.62222 -0.04201 -0.7668 -0.1535 1.4955
N 1.68024 0.07014 -0.18292 -0.1861 -0.1279 -0.2432
C 2.81523 -4.88249 -3.04868 -0.0545 -0.0028 -0.0422
C -3.43840 -2.90966 -0.55700 -0.1416 0.1071 0.0169
C 2.02299 -1.81960 4.10776 -0.0084 0.0393 -0.0246
C 3.22441 1.82675 -0.91665 0.0502 -0.0818 0.1171
C -2.93585 0.41153 2.34784 0.0986 0.0640 0.1469
C 1.84251 -4.20441 -2.33036 0.0634 -0.0227 0.0730
C 1.67464 -4.18795 2.69314 -0.0240 0.0634 -0.0193
C 2.15280 -4.23351 3.99243 0.0117 -0.0498 -0.0223
C -5.24590 0.39524 -0.31551 0.0687 -0.0186 -0.0078
C -1.99030 -6.51108 -0.33433 0.0264 0.0262 -0.0829
C 1.91115 1.31688 -0.41788 0.1067 0.2278 0.3006
C -0.80580 -4.55978 0.46145 -0.0088 -0.0491 -0.2196
C -3.75852 0.58595 -0.60575 -0.1863 0.0218 -0.1463
C 2.03844 -3.91836 -0.98018 -0.0943 0.2452 -0.3312
C 0.97965 3.67743 0.12823 -0.0346 0.0133 -0.2079
C 2.31956 -3.04253 4.67455 -0.0328 0.0130 0.0147
C -1.75523 0.20626 3.29516 -0.0454 -0.0593 -0.0926
C -1.11583 -5.45775 -0.55810 0.0660 -0.0402 0.1029
C 3.97463 -5.25403 -2.39613 0.0094 -0.0012 0.0026
C 0.81473 2.21696 -0.12043 0.1424 -0.1092 -0.4690
C -2.27481 -5.76680 1.95164 -0.0250 0.0756 0.0194
C 4.20067 -4.96860 -1.06350 0.0077 0.0036 0.0574
C 1.36388 -2.96959 2.08289 0.1054 -0.1665 -0.0454
C -3.50100 -2.13780 0.75842 0.0108 -0.1965 -0.1569
C -1.39902 -4.71775 1.71135 -0.0081 -0.0288 -0.0440
C -2.55306 -6.64277 0.91993 -0.0222 -0.0155 0.0121
C 1.54313 -1.79225 2.80528 0.0575 -0.0474 -0.0291
C 3.22488 -4.28511 -0.35307 -0.0314 -0.0106 -0.0892
H -3.85038 -0.00855 2.76840 -0.0374 0.0182 -0.0399
H -4.10876 -2.47235 -1.29923 0.0050 -0.0053 0.0038
H -2.23714 -7.22120 -1.11176 -0.0022 -0.0020 0.0093
H -3.45306 1.62123 -0.48131 0.0308 -0.0204 -0.0181
H -5.58849 -0.60484 -0.58159 -0.0203 0.0053 0.0133
H -5.47723 0.56449 0.73770 -0.0172 0.0208 -0.0080
H -3.09160 1.47336 2.16043 -0.0300 -0.0126 -0.0473
H -2.43174 -2.89781 -0.97414 -0.0007 -0.0153 -0.0437
H -0.84014 0.60050 2.85069 0.0215 0.0347 0.0504
H -2.99683 -2.68084 1.55776 -0.0093 0.0174 0.0169
H -3.50925 0.29160 -1.62558 0.0163 -0.0276 0.0047
H 2.68685 -5.12482 -4.09467 0.0075 0.0124 0.0001
H 3.39938 -4.03721 0.68521 0.0131 -0.0281 0.0136
H 3.46600 -0.45624 -0.69993 0.0084 0.0311 0.0333
H 3.11532 2.83265 -1.31056 -0.0067 0.0061 0.0166
H -1.17742 -4.02505 2.51540 0.0305 -0.0411 0.0246
H 1.52953 -5.11862 2.15628 0.0037 -0.0091 0.0187
H -1.59223 -0.85207 3.51071 0.0211 0.0052 0.0208
H -4.53456 -1.97710 1.06696 0.0176 0.0290 0.0622
H 0.93651 -3.89588 -2.83879 -0.0004 -0.0103 -0.0139
H 2.39025 -5.16910 4.48032 0.0081 0.0040 -0.0059
H 3.96109 1.85502 -0.10938 0.0117 0.0057 -0.0136
H 1.88341 3.86448 0.70917 0.0044 0.0132 -0.0213
H -1.92257 0.72244 4.24017 -0.0252 -0.0210 0.0078
H 1.31350 -0.83372 2.35684 -0.0291 0.0183 -0.0035
H 2.16400 -0.91349 4.68138 0.0034 -0.0084 0.0017
H -2.74002 -5.91087 2.91751 0.0070 -0.0048 -0.0026
H 1.04077 4.25383 -0.79781 -0.0198 0.0241 0.0169
H -3.72711 -3.95076 -0.41236 0.0020 0.0045 -0.0072
H -5.82758 1.11063 -0.89612 -0.0129 -0.0184 -0.0069
H 3.61468 1.19636 -1.71902 -0.0092 0.0379 -0.0326
H -0.67063 -5.35155 -1.54045 0.0110 -0.0366 0.0048
H 5.12429 -5.28401 -0.59760 0.0112 0.0269 -0.0112
H 0.11474 4.03334 0.68305 0.0041 0.0016 0.0063
```
Positions in Å, forces in eV/Å.

Summary:
LUMO level (alpha / beta) ... -3.54 / -3.54 eV
Charge ... +1
Gap between HOMO and LUMO (alpha / beta) ... 0.2800 / 0.2799 Ha
Spin multiplicity ... 1

---

DFT total energy across the listed records, respectively: -1099.90913; -4032.37539; -8211.59477; -4241.96957 a.u..